[1]
13
Properties=species:S:1:pos:R:3 method="wB97M-V/def2-TZVPD" gap_ev=8.46 e_above_lowest_kj_mol=601.0 smiles="C#CC(=C)C(=C)C#N" e_lumo_ev=-0.8701
C 2.62 -0.38 0.25
C 1.38 -0.22 -0.11
C -0.06 -0.45 -0.08
C -0.38 -1.77 -0.27
C -0.90 0.89 -0.22
C -0.20 2.00 -0.04
C -2.17 0.28 -0.05
N -3.18 -0.61 0.30
H 3.76 -0.06 0.34
H 0.36 -2.45 0.12
H -1.43 -1.99 -0.23
H 0.91 1.91 -0.22
H -0.71 2.86 0.23

=====

[2]
18
Properties=species:S:1:pos:R:3 method="wB97M-V/def2-TZVPD" gap_ev=8.79 e_above_lowest_kj_mol=672.6 smiles="C=C(C)C(=O)O[N+](C#N)(C#N)C#N" charge=+1 e_lumo_ev=-6.0819
C -1.24 2.06 1.41
C -0.20 1.40 0.92
C 1.27 1.52 1.29
C -0.56 0.51 -0.16
O -1.50 0.41 -0.85
O 0.50 -0.37 -0.41
N 0.06 -1.52 -1.13
C 0.60 -2.63 -0.36
N 0.99 -3.33 0.46
C -1.28 -1.75 -1.31
N -2.25 -2.22 -1.68
C 0.80 -1.53 -2.38
N 1.35 -1.49 -3.40
H -1.02 2.65 2.37
H -2.35 1.88 1.20
H 1.55 0.57 1.75
H 1.57 2.26 1.96
H 1.70 1.57 0.32

=====

[3]
17
Properties=species:S:1:pos:R:3 method="wB97M-V/def2-TZVPD" gap_ev="9.49 / 9.49" e_above_lowest_kj_mol=406.6 e_lumo_ev="-0.7787 / -0.7788"
C 2.71 0.82 0.73
C 1.95 -1.57 -0.50
C -1.11 1.30 -1.04
C 1.34 0.57 0.54
C 1.06 -0.46 -0.64
C -1.16 0.25 -0.02
C -2.48 0.10 0.70
N 3.83 0.85 0.99
N 2.56 -2.54 -0.38
N -1.04 2.19 -1.75
N 0.36 1.07 1.12
N -0.36 -0.78 -0.55
H 1.15 -0.07 -1.68
H -3.04 0.94 0.46
H -2.22 -0.15 1.82
H -2.96 -0.87 0.26
H -0.60 -1.66 -0.05

=====

[4]
14
Properties=species:S:1:pos:R:3 method="wB97M-V/def2-TZVPD" gap_ev=9.02 e_above_lowest_kj_mol=836.5 e_lumo_ev=-0.0925
C 0.54 2.07 -0.02
C 1.49 1.32 0.09
C 1.94 -0.06 0.27
C 0.91 -1.21 -0.35
N -0.34 -1.39 -0.42
O -1.02 -0.67 0.59
C -2.19 -0.19 0.17
C -1.86 1.27 -0.16
C -0.85 1.86 -0.42
H 3.11 -0.12 -0.16
H 2.12 -0.01 1.39
H 1.50 -1.88 -1.08
H -2.48 -0.58 -0.81
H -2.89 -0.42 0.91

=====

[5]
15
Properties=species:S:1:pos:R:3 method="wB97M-V/def2-TZVPD" gap_ev=9.47 e_above_lowest_kj_mol=310.4 smiles="O=c1[nH]oc2ccccc12" e_lumo_ev=0.4989
O -0.11 -3.05 0.05
C -0.45 -1.93 -0.12
N -1.49 -1.62 -1.15
O -1.75 -0.26 -1.08
C -0.74 0.22 -0.30
C -0.63 1.63 0.05
C 0.56 1.92 0.50
C 1.74 1.00 0.56
C 1.47 -0.33 0.36
C 0.09 -0.68 0.05
H -2.40 -2.07 -1.35
H -1.70 2.23 0.20
H 0.57 2.95 0.83
H 2.79 1.40 0.94
H 2.07 -1.41 0.46

=====

[6]
20
Properties=species:S:1:pos:R:3 method="wB97M-V/def2-TZVPD" gap_ev="8.74 / 8.93" s2=6.00 e_above_lowest_kj_mol=0.0 spin_multiplicity=5 charge=+3 e_lumo_ev="-14.0234 / -13.8479"
O 2.38 -1.59 -3.99
C 1.61 -1.38 -3.17
Pm -0.15 -0.78 -1.12
O 1.73 2.26 -1.73
C 1.18 1.25 -1.70
C -0.40 -3.28 -1.12
O -0.60 -4.40 -0.98
C 2.13 -1.12 -0.18
O 3.09 -1.14 0.45
C -1.63 -0.21 -3.07
O -2.41 0.10 -3.86
C -1.81 0.97 2.65
C -0.57 0.93 1.82
N 0.53 1.59 2.16
O -0.56 0.24 0.73
H -1.66 1.59 3.54
H -2.10 -0.05 2.95
H -2.66 1.34 2.06
H 1.34 1.52 1.55
H 0.56 2.15 3.01

=====

[7]
13
Properties=species:S:1:pos:R:3 method="wB97M-V/def2-TZVPD" gap_ev="7.88 / 8.37" e_above_lowest_kj_mol=419.8 e_lumo_ev="-0.4188 / -0.1306"
C 2.19 -0.72 -0.11
C 2.25 0.76 -0.02
C 0.87 -1.10 -0.19
C 1.01 1.17 0.05
C -0.03 -0.01 -0.08
C -1.30 -0.15 -0.04
C -2.63 0.41 -0.03
H 3.14 -1.31 -0.06
H 3.10 1.42 0.17
H 0.41 -2.09 -0.06
H -3.14 0.39 1.01
H -2.49 1.49 -0.11
H -3.39 -0.23 -0.52

=====

[8]
13
Properties=species:S:1:pos:R:3 method="wB97M-V/def2-TZVPD" gap_ev=7.99 e_above_lowest_kj_mol=415.0 smiles="C=C=C=C1C=C1C" e_lumo_ev=0.6608
C -1.75 -1.14 2.05
C -0.78 -0.44 1.55
C 0.04 0.48 1.48
C 0.58 1.16 0.53
C 1.47 1.73 -0.45
C 0.73 0.66 -0.81
C 0.54 -0.36 -1.83
H -2.13 -0.99 3.14
H -2.11 -1.84 1.32
H 2.12 2.51 -0.73
H -0.48 -0.69 -1.84
H 1.14 -1.20 -1.69
H 0.62 0.12 -2.71

=====

[9]
13
Properties=species:S:1:pos:R:3 method="wB97M-V/def2-TZVPD" gap_ev=9.09 e_above_lowest_kj_mol=474.6 e_lumo_ev=0.3508
C -1.90 0.74 -0.37
C -2.52 -0.33 0.09
C -0.74 1.57 -0.65
C -1.05 -0.71 0.19
C 0.13 0.64 -0.24
C -0.41 -1.84 0.42
C 1.53 0.46 -0.07
H -0.63 2.71 -0.78
H 0.63 -1.64 0.75
H -0.94 -2.71 0.72
H 2.13 1.37 -0.01
H 2.02 -0.09 -0.82
H 1.75 -0.17 0.78

=====

[10]
18
Properties=species:S:1:pos:R:3 method="wB97M-V/def2-TZVPD" gap_ev=9.19 e_above_lowest_kj_mol=0.0 e_lumo_ev=-0.6841
C 3.12 0.14 -0.52
C 2.13 0.84 0.01
C 2.83 -1.29 -0.68
C 0.81 -0.23 0.05
C 1.51 -1.53 0.05
C 0.08 0.06 -1.25
C -0.12 0.00 1.30
O 3.33 -2.22 -1.26
Br 4.89 0.79 -0.82
Br 2.17 2.51 0.73
Br 0.69 -3.23 -0.79
Br 2.05 -2.05 1.85
H -0.31 -0.92 -1.68
H 0.70 0.64 -1.90
H -0.86 0.64 -1.14
H -0.69 -0.91 1.43
H -0.79 0.88 1.22
H 0.43 0.12 2.22

=====

[11]
20
Properties=species:S:1:pos:R:3 method="wB97M-V/def2-TZVPD" gap_ev="8.58 / 8.58" e_above_lowest_kj_mol=321.5 e_lumo_ev="-0.3875 / -0.3874"
C -2.52 0.72 -0.36
C -1.89 1.89 -0.88
C -0.54 -0.80 0.25
C 0.24 0.14 0.71
C -1.92 -0.65 -0.20
C -0.50 1.95 -1.17
C 1.02 0.94 1.42
N -3.83 0.97 -0.02
N -2.75 2.95 -0.81
N 0.07 1.09 -1.92
O -0.33 0.06 -2.41
O 1.43 1.35 -2.39
S -4.13 2.53 -0.13
Br 0.36 3.50 -0.75
H -0.15 -1.77 0.16
H -2.59 -1.06 0.50
H -2.16 -1.13 -1.11
H 1.27 0.90 -3.24
H 1.88 1.53 1.03
H 1.27 0.56 2.44

=====

[12]
23
Properties=species:S:1:pos:R:3 method="wB97M-V/def2-TZVPD" gap_ev="6.33 / 6.11" s2=20.04 e_above_lowest_kj_mol=48.3 spin_multiplicity=9 charge=+4 e_lumo_ev="-14.9397 / -19.3837"
Rh 1.72 1.31 -3.71
Co 0.88 0.75 -0.87
Cl 2.71 0.16 -1.90
Cl -0.34 1.29 -2.69
C -0.41 1.49 0.04
C 3.34 1.24 -4.61
C 0.99 2.24 -5.12
O -1.29 1.95 0.67
O 4.36 1.16 -5.17
O 0.49 2.86 -5.97
C -2.37 -1.33 1.05
N -1.29 -1.14 2.01
C -1.45 -1.09 3.39
C -0.22 -0.93 3.94
N 0.68 -0.87 2.89
C 0.03 -1.01 1.70
S 0.72 -1.17 0.14
H -2.98 -0.42 1.00
H -1.95 -1.55 0.07
H -3.00 -2.16 1.38
H -2.42 -1.19 3.84
H 0.09 -0.86 4.97
H 1.69 -0.75 2.94

=====

[13]
23
Properties=species:S:1:pos:R:3 method="wB97M-V/def2-TZVPD" gap_ev="6.66 / 4.05" s2=6.06 e_above_lowest_kj_mol=0.0 spin_multiplicity=5 charge=+4 e_lumo_ev="-15.1016 / -17.4932"
Mn 0.38 6.36 -2.81
Lu -0.10 0.86 0.25
Cl 1.15 4.52 -1.62
Cl -1.04 1.25 -1.91
C -1.42 -0.67 1.41
C 1.20 8.04 -2.95
C -1.35 6.97 -3.09
O -2.01 -1.49 2.02
O 1.13 9.15 -3.32
O -2.33 7.47 -3.48
C -0.91 -3.61 -0.18
N 0.13 -3.41 0.87
C 0.21 -4.19 2.02
C 1.18 -3.64 2.81
N 1.59 -2.45 2.20
C 0.99 -2.36 0.98
S 1.39 -1.16 -0.24
H -1.87 -3.18 0.16
H -0.56 -3.11 -1.09
H -1.06 -4.69 -0.39
H -0.53 -4.99 2.12
H 1.62 -3.97 3.73
H 2.20 -1.68 2.52

=====

[14]
17
Properties=species:S:1:pos:R:3 method="wB97M-V/def2-TZVPD" gap_ev=8.61 e_above_lowest_kj_mol=93.1 e_lumo_ev=-0.3668
C -1.21 2.04 -0.70
C -1.78 0.84 -1.05
C 0.04 1.99 -0.07
C -1.07 -0.36 -1.03
C 0.67 0.83 0.12
C 0.19 -0.41 -0.37
C 1.00 -1.63 -0.17
O -0.19 -2.49 2.32
S 1.17 -2.32 1.90
Cl 2.73 -1.52 -0.56
Cl 1.87 -0.54 2.80
H -1.83 2.92 -0.66
H -2.77 0.76 -1.39
H 0.61 2.89 0.13
H -1.54 -1.21 -1.56
H 1.46 0.73 0.88
H 0.66 -2.53 -0.60

=====

[15]
17
Properties=species:S:1:pos:R:3 method="wB97M-V/def2-TZVPD" gap_ev=8.07 e_above_lowest_kj_mol=0.0 smiles="O=C(Cl)[C@H]1C=CN2CSC=C12" e_lumo_ev=0.6336
O -0.41 -1.71 -3.26
C 0.07 -1.41 -2.23
Cl 1.27 -2.42 -1.44
C -0.42 -0.25 -1.29
C -1.35 -0.93 -0.29
C -0.94 -0.71 0.97
N 0.21 0.05 1.00
C 0.73 0.83 2.07
S 1.35 2.41 1.34
C 0.89 1.84 -0.23
C 0.42 0.58 -0.29
H -0.97 0.42 -1.96
H -2.18 -1.55 -0.58
H -1.38 -1.03 1.89
H -0.02 1.08 2.83
H 1.59 0.34 2.55
H 1.15 2.45 -1.08

=====

[16]
17
Properties=species:S:1:pos:R:3 method="wB97M-V/def2-TZVPD" gap_ev="6.52 / 8.09" s2=2.01 e_above_lowest_kj_mol=0.0 spin_multiplicity=3 e_lumo_ev="0.5399 / -1.3000"
C 2.12 0.14 -0.72
C 1.92 -1.15 -1.01
C 1.18 0.83 0.06
C 0.81 -1.87 -0.53
C 0.13 0.20 0.55
C -0.02 -1.20 0.38
C -1.99 1.19 0.66
N -0.87 0.89 1.35
O -3.90 0.99 -0.96
S -2.65 0.28 -0.59
Cl -1.36 -2.02 1.02
H 3.00 0.53 -0.84
H 2.61 -1.64 -1.66
H 1.23 1.89 0.21
H 0.72 -2.88 -0.78
H -2.42 2.21 0.92
H -0.52 1.60 1.95

=====

[17]
17
Properties=species:S:1:pos:R:3 method="wB97M-V/def2-TZVPD" gap_ev=7.42 e_above_lowest_kj_mol=950.8 e_lumo_ev=-1.0186
N 0.36 -2.83 1.40
C -0.04 -2.27 0.38
C -0.28 -1.53 -0.64
C -1.01 -0.93 -1.58
C -0.62 0.30 -2.20
C -0.01 1.39 -1.66
C 0.77 1.64 -0.44
C 0.73 1.02 0.71
N 0.65 0.63 1.88
O 1.25 -0.34 2.38
O -0.33 1.24 2.76
H 1.22 -2.73 1.89
H -2.03 -1.34 -1.92
H -1.17 0.63 -3.17
H -0.03 2.18 -2.41
H 1.46 2.38 -0.46
H -0.91 0.55 3.07

=====

[18]
19
Properties=species:S:1:pos:R:3 method="wB97M-V/def2-TZVPD" gap_ev=7.63 e_above_lowest_kj_mol=394.4 e_lumo_ev=-0.4831
C -3.05 -0.16 0.12
C -2.11 -0.65 0.95
C -2.78 0.98 -0.69
C -0.81 -0.22 0.85
C -1.47 1.43 -0.80
C -0.52 0.84 0.01
C 2.87 -2.37 -0.44
N 3.29 1.94 0.18
N 2.81 -0.07 -0.26
O 1.88 -2.91 -0.09
O 0.73 1.41 -0.06
P 4.27 0.85 -0.31
P 1.99 0.92 0.87
H -3.94 -0.64 0.16
H -2.14 -1.41 1.67
H -3.65 1.44 -1.32
H -0.10 -0.68 1.53
H -1.11 2.10 -1.44
H 3.84 -2.79 -0.95

=====

[19]
17
Properties=species:S:1:pos:R:3 method="wB97M-V/def2-TZVPD" gap_ev=8.31 e_above_lowest_kj_mol=348.3 e_lumo_ev=-0.1421
H -3.19 1.45 -0.32
N -3.35 0.62 -0.90
C -2.55 -0.33 -0.71
N -1.54 -0.38 0.22
C -1.29 0.71 1.09
C -0.13 1.30 0.89
C 0.97 0.76 0.35
O 1.84 1.26 -0.55
C 2.70 0.26 -0.87
C 2.46 -0.89 -0.21
C 1.29 -0.67 0.65
S -0.31 -1.59 0.08
H -2.65 -1.23 -1.31
H -2.09 1.02 1.74
H 3.45 0.50 -1.59
H 3.02 -1.80 -0.27
H 1.38 -0.98 1.69

=====

[20]
16
Properties=species:S:1:pos:R:3 method="wB97M-V/def2-TZVPD" gap_ev=8.63 e_above_lowest_kj_mol=128.3 smiles="C/N=C(/C#N)c1cccs1" e_lumo_ev=-0.6933
C 1.26 -2.24 -0.50
N -0.15 -2.15 -0.14
C -0.94 -1.00 0.01
C -2.33 -1.40 0.24
N -3.47 -1.43 0.42
C -0.59 0.42 0.04
C 0.56 0.93 0.48
C 0.70 2.32 0.41
C -0.36 2.90 -0.29
S -1.60 1.72 -0.62
H 1.78 -2.44 0.40
H 1.58 -1.38 -1.07
H 1.50 -3.21 -1.11
H 1.24 0.22 1.04
H 1.42 2.79 1.03
H -0.59 3.96 -0.31

=====

[21]
16
Properties=species:S:1:pos:R:3 method="wB97M-V/def2-TZVPD" gap_ev=8.22 e_above_lowest_kj_mol=0.0 smiles=Oc1oc[n+]2ccccc12 charge=+1 e_lumo_ev=-4.2526
O 3.10 1.32 -0.02
C 2.30 0.30 -0.06
O 2.57 -0.99 -0.12
C 1.44 -1.70 0.00
N 0.42 -0.83 0.08
C -0.90 -1.23 0.08
C -1.78 -0.21 -0.14
C -1.38 1.16 -0.09
C -0.09 1.53 0.10
C 0.84 0.46 0.08
H 3.90 1.08 0.46
H 1.53 -2.71 0.17
H -1.23 -2.20 0.13
H -2.78 -0.34 -0.23
H -2.10 1.85 -0.14
H 0.17 2.51 0.14

=====

[22]
19
Properties=species:S:1:pos:R:3 method="wB97M-V/def2-TZVPD" gap_ev=7.78 e_above_lowest_kj_mol=192.4 charge=-1 e_lumo_ev=3.5316
C -2.65 0.21 -0.65
C -1.67 -0.43 -1.40
C -2.34 0.46 0.71
C -0.37 -0.61 -0.96
C -1.06 0.36 1.21
C -0.08 -0.23 0.31
C 1.36 -0.34 0.77
N 2.32 -1.29 0.44
O 2.38 2.46 0.56
O 3.41 -1.35 1.03
O 2.07 -2.09 -0.46
O 1.70 1.28 -1.48
S 2.53 1.27 -0.28
H -3.71 0.11 -0.98
H -1.87 -0.64 -2.51
H -3.02 1.15 1.39
H 0.31 -1.25 -1.49
H -0.74 0.74 2.04
H 1.44 0.20 1.75

=====

[23]
14
Properties=species:S:1:pos:R:3 method="wB97M-V/def2-TZVPD" gap_ev=8.36 e_above_lowest_kj_mol=822.7 e_lumo_ev=-0.6028
C 0.68 -1.68 -0.86
C -0.06 -0.55 -0.49
C 0.26 0.57 -1.70
C -0.56 -0.29 0.95
C -0.58 -1.13 2.16
C -0.22 1.14 1.39
C 0.16 2.27 1.52
H 0.91 -2.51 0.06
H 1.25 -1.70 -1.87
H 0.46 1.87 -1.24
H -0.20 -0.56 3.22
H -1.14 -2.30 2.37
H -0.24 3.28 2.31
O 0.11 0.00 -2.83

=====

[24]
14
Properties=species:S:1:pos:R:3 method="wB97M-V/def2-TZVPD" gap_ev=9.10 e_above_lowest_kj_mol=0.8 e_lumo_ev=0.8541
C -2.03 0.98 0.00
C -0.74 -0.81 -0.01
C 0.33 -1.68 0.00
C 1.59 -1.10 -0.01
C 1.77 0.29 0.01
C 0.67 1.16 0.00
C -0.58 0.56 0.00
H -2.37 1.51 0.90
H -2.36 1.52 -0.88
H 0.21 -2.80 0.02
H 2.47 -1.74 -0.01
H 2.77 0.71 0.00
H 0.78 2.23 -0.02
S -2.52 -0.81 0.00

=====

[25]
15
Properties=species:S:1:pos:R:3 method="wB97M-V/def2-TZVPD" gap_ev=6.76 e_above_lowest_kj_mol=196.0 smiles="S=C1C=C2CC[C@H]2C1=S" e_lumo_ev=-1.7976
S -3.42 -1.36 -0.19
C -1.91 -0.71 0.04
C -0.69 -1.47 0.11
C 0.36 -0.67 0.39
C 1.76 -0.42 -0.07
C 1.25 1.01 -0.42
C 0.06 0.76 0.52
C -1.67 0.70 0.08
S -2.61 1.99 -0.08
H -0.68 -2.52 -0.12
H 2.48 -0.40 0.75
H 2.12 -1.07 -0.87
H 1.91 1.84 -0.16
H 0.95 1.07 -1.46
H 0.10 1.26 1.48

=====

[26]
31
Properties=species:S:1:pos:R:3 method="wB97M-V/def2-TZVPD" gap_ev=7.38 charge=-1 e_lumo_ev=2.3802
N 2.34 -3.10 1.37
B 3.24 -2.02 0.90
O 4.41 -1.79 1.63
Al 2.70 -0.87 -0.77
S 2.16 -2.02 -2.70
O 3.43 0.79 -0.97
C 2.53 1.67 -0.32
C 1.04 1.18 -0.46
Br 0.70 1.48 -2.44
C 0.02 1.88 0.44
O 0.22 2.97 0.80
C -1.30 1.20 0.95
F -1.17 -0.10 1.21
F -1.58 1.79 2.13
C -2.53 1.51 0.01
F -2.05 2.22 -1.02
F -3.44 2.23 0.63
C -3.21 0.27 -0.60
F -2.38 -0.46 -1.35
F -4.15 0.74 -1.46
C -3.96 -0.63 0.40
O -3.93 -0.48 1.54
O -4.67 -1.66 -0.14
O 1.07 -0.16 -0.28
H 1.84 -3.41 0.54
H 1.61 -2.72 1.98
H 4.70 -0.89 1.42
H 0.85 -1.70 -2.90
H 2.74 2.70 -0.66
H 2.86 1.66 0.74
H -4.09 -2.29 -0.60

=====

[27]
21
Properties=species:S:1:pos:R:3 method="wB97M-V/def2-TZVPD" gap_ev=9.83 e_above_lowest_kj_mol=38.0 e_lumo_ev=-0.1815
N 7.91 7.02 5.18
C 6.98 7.95 5.01
C 5.61 7.73 5.20
C 5.16 6.58 5.80
C 6.19 5.71 6.22
C 7.49 5.92 5.84
H 7.19 8.81 4.45
H 4.93 8.54 4.77
H 4.12 6.43 5.90
H 5.94 4.69 6.76
H 8.22 5.04 5.99
C 9.23 10.82 12.19
Br 10.80 11.02 13.28
Br 8.44 12.47 11.57
Br 7.76 9.76 12.90
H 9.48 10.37 11.26
C 7.81 9.33 8.15
Br 6.09 9.80 9.06
Br 8.77 8.02 9.11
Br 8.91 10.94 7.91
H 7.58 9.07 7.09

=====

[28]
22
Properties=species:S:1:pos:R:3 method="wB97M-V/def2-TZVPD" gap_ev="6.57 / 7.08" e_above_lowest_kj_mol=429.1 charge=+1 e_lumo_ev="-6.0052 / -5.4151"
C 0.77 -0.66 -2.13
C -0.19 -0.27 -1.24
C 2.11 -0.89 -1.80
C 2.42 -0.82 -0.42
C 0.11 -0.25 0.17
C -3.02 -0.53 1.04
C 3.83 -1.11 0.10
N -0.62 -0.06 1.21
N 1.49 -0.53 0.48
N -3.84 0.03 1.82
N 1.68 -0.32 1.81
F 3.83 -2.12 0.92
F 4.73 -1.40 -0.95
F 4.33 -0.02 0.62
Br -3.67 -1.07 -0.66
H 0.51 -0.50 -3.12
H -1.30 -0.22 -1.45
H 2.91 -1.09 -2.47
H -4.92 0.03 1.66
H -3.46 0.43 2.68
H 0.64 -0.32 2.26
H 2.56 -0.71 2.16